(1)
Formula: C5H6O2
Source: the OMol25 dataset
Level of theory: wB97M-V/def2-TZVPD

Values from the calculation:
LUMO energy   0.0294 Ha
Total energy   -344.519403 hartree
Gap between HOMO and LUMO   0.3587 Eh
Strongest force on any atom   0.57 eV/A
Energy relative to the best compared isomer or geometry (same formula, charge and spin)   216.6 kJ/mol
HOMO level   -8.96 eV

```
! RIJCOSX wB97M-V def2-TZVPD def2/J DEFGRID3
* xyz 0 1
C -1.377 -1.529 -0.559
O -1.159 1.943 0.410
C 0.039 1.834 0.383
C 0.751 0.556 0.803
O -0.229 -0.379 1.286
C -0.387 -0.854 -0.013
C 0.943 -0.316 -0.455
H -1.343 -1.720 -1.625
H -2.206 -1.897 0.036
H 0.683 2.631 -0.041
H 1.589 0.738 1.488
H 1.643 -1.144 -0.302
H 1.108 0.154 -1.428
*
```

(2)
Formula: C4H14N2
Source: the OMol25 dataset
Level of theory: wB97M-V/def2-TZVPD

Values from the calculation:
LUMO energy   0.0325 Ha
Total energy   -270.283744 hartree
Gap between HOMO and LUMO   0.3733 Eh
Strongest force on any atom   1.02 eV/A
Energy relative to the best compared isomer or geometry (same formula, charge and spin)   31.0 kJ/mol
SMILES string   CCN.CCN
HOMO level   -9.27 eV

```
! RIJCOSX wB97M-V def2-TZVPD def2/J DEFGRID3
* xyz 0 1
C 0.966 -2.525 0.334
C 1.833 -1.895 -0.765
N 2.839 -0.944 -0.271
H 1.572 -2.829 1.177
H 0.402 -3.368 -0.046
H 0.223 -1.803 0.672
H 1.147 -1.312 -1.392
H 2.252 -2.694 -1.368
H 2.369 -0.338 0.393
H 3.538 -1.446 0.273
C -1.621 1.136 1.226
C -1.525 2.265 0.195
N -2.469 2.112 -0.934
H -2.498 1.337 1.854
H -0.757 0.994 1.873
H -1.861 0.191 0.727
H -0.552 2.380 -0.268
H -1.799 3.190 0.709
H -3.321 1.643 -0.652
H -2.063 1.539 -1.663
*
```

(3)
Formula: C26H44N8O7
Source: the OMol25 dataset
Level of theory: wB97M-V/def2-TZVPD

Values from the calculation:
LUMO energy   -0.0776 Ha
Total energy   -1981.277210 hartree
Gap between HOMO and LUMO   0.2456 Eh
Strongest force on any atom   8.49 eV/A
SMILES string   C=CC1=CC(=O)c2ccc(CCCCC)c(CCCCOC)c2C1=O.NC(N)=O.NC(N)=O.NC(N)=O.NC(N)=O
HOMO level   -8.79 eV

```
! RIJCOSX wB97M-V def2-TZVPD def2/J DEFGRID3
* xyz 0 1
C -4.560 3.904 1.260
C -4.950 2.869 0.220
C -3.667 1.990 -0.392
C -3.285 2.119 -1.844
C -2.016 1.325 -2.512
O -1.654 1.554 -3.803
C -1.167 0.266 -1.536
C 0.056 -0.552 -2.286
C 0.953 -1.566 -1.363
C 0.597 -1.728 0.264
C 1.629 -2.756 1.085
C 3.028 -1.862 1.286
C 3.372 -1.546 2.861
C 2.880 -0.022 3.344
C 1.799 -0.050 4.577
C -0.648 -0.955 1.014
C -0.991 -1.185 2.629
C -2.317 -2.164 2.695
C -3.459 -1.649 3.792
C -4.955 -2.044 3.227
O -5.893 -0.913 3.135
C -6.086 -0.243 4.436
C -1.562 0.080 0.075
C -2.824 0.969 0.628
O -3.256 0.991 1.919
H -3.465 4.355 1.334
H -5.347 4.290 2.071
H -6.064 2.698 -0.108
H -3.956 2.836 -2.492
H 0.337 -0.453 -3.423
H 1.848 -2.154 -1.838
H 1.189 -3.128 2.103
H 1.893 -3.651 0.345
H 2.880 -0.798 0.765
H 3.915 -2.371 0.690
H 2.959 -2.388 3.565
H 4.561 -1.510 2.944
H 3.822 0.580 3.726
H 2.432 0.592 2.447
H 1.734 -1.159 5.010
H 2.149 0.644 5.477
H 0.719 0.316 4.260
H -1.117 -0.158 3.177
H -0.108 -1.755 3.192
H -2.010 -3.252 3.065
H -2.748 -2.243 1.592
H -3.236 -2.246 4.798
H -3.333 -0.510 4.065
H -4.850 -2.479 2.121
H -5.402 -2.926 3.869
H -7.221 0.042 4.659
H -5.680 -0.841 5.356
H -5.478 0.782 4.365
N 5.076 2.206 0.150
C 5.705 1.415 1.038
N 6.814 1.952 1.577
O 5.302 0.300 1.330
H 5.392 3.126 -0.104
H 4.237 1.839 -0.280
H 7.317 1.390 2.251
H 7.161 2.869 1.349
N -0.604 3.107 -7.960
C -1.920 3.153 -7.686
N -2.273 2.551 -6.536
O -2.729 3.697 -8.421
H 0.077 2.664 -7.367
H -0.296 3.549 -8.817
H -3.254 2.562 -6.292
H -1.621 2.097 -5.918
N -3.478 0.547 -10.662
C -2.778 -0.601 -10.631
N -1.786 -0.625 -9.722
O -3.022 -1.543 -11.367
H -3.292 1.335 -10.064
H -4.234 0.608 -11.332
H -1.234 -1.471 -9.666
H -1.569 0.141 -9.108
N 5.940 -1.897 5.822
C 7.104 -1.618 5.207
N 7.821 -2.699 4.851
O 7.479 -0.476 4.991
H 5.614 -2.830 6.009
H 5.370 -1.111 6.107
H 8.704 -2.533 4.386
H 7.529 -3.647 5.021
*
```

(4)
Formula: C31H33ClMoN2O2Si2
Source: the OMol25 dataset
Level of theory: wB97M-V/def2-TZVPD

Values from the calculation:
LUMO energy (alpha / beta)   -0.3389 / -0.3436 Ha
Total energy   -2567.801245 hartree
Gap between HOMO and LUMO (alpha / beta)   0.1080 / 0.1033 Eh
Strongest force on any atom   4.81 eV/A
Energy relative to the best compared isomer or geometry (same formula, charge and spin)   0.0 kJ/mol
HOMO level (alpha / beta)   -12.16 / -12.16 eV

```
! RIJCOSX wB97M-V def2-TZVPD def2/J DEFGRID3
* xyz 2 3
C -1.255 -0.382 1.771
C -2.176 0.211 0.830
C -2.276 -0.674 -0.305
H -2.769 1.102 0.998
C -1.418 -1.805 -0.060
C -0.790 -1.623 1.218
H -0.115 -2.320 1.701
H -1.049 -0.022 2.777
H -2.973 -0.574 -1.128
H -1.306 -2.669 -0.702
Mo -0.237 0.008 -0.197
Si 3.274 0.399 -8.615
C 2.311 1.890 -9.139
C 2.764 2.693 -10.198
H 3.683 2.426 -10.727
C 2.029 3.823 -10.572
H 2.367 4.445 -11.402
C 0.856 4.164 -9.881
H 0.288 5.056 -10.170
C 0.411 3.362 -8.819
H -0.510 3.613 -8.289
C 1.142 2.232 -8.439
H 0.807 1.617 -7.599
C 2.382 -1.145 -9.106
C 1.185 -1.090 -9.840
H 0.772 -0.127 -10.150
C 0.515 -2.273 -10.169
H -0.427 -2.225 -10.716
C 1.047 -3.516 -9.795
H 0.520 -4.442 -10.056
C 2.257 -3.570 -9.084
H 2.670 -4.537 -8.794
C 2.927 -2.391 -8.744
H 3.872 -2.429 -8.196
H 3.448 0.466 -7.150
Si 0.093 0.215 -2.606
C -0.453 -1.389 -3.435
C -1.534 -1.391 -4.325
H -2.010 -0.448 -4.603
C -2.016 -2.601 -4.840
H -2.854 -2.587 -5.536
C -1.428 -3.814 -4.471
H -1.799 -4.754 -4.880
C -0.348 -3.813 -3.578
H 0.120 -4.752 -3.286
C 0.135 -2.606 -3.054
H 0.962 -2.616 -2.339
C -0.957 1.615 -3.326
C -2.179 1.964 -2.729
H -2.497 1.497 -1.792
C -3.016 2.911 -3.328
H -3.975 3.145 -2.865
C -2.629 3.545 -4.512
H -3.290 4.275 -4.980
C -1.394 3.226 -5.090
H -1.079 3.716 -6.011
C -0.557 2.269 -4.497
H 0.410 2.029 -4.948
H 4.557 0.405 -9.339
Cl 2.090 0.503 -2.988
C 3.027 2.113 3.803
O 2.952 0.919 2.965
C 2.082 0.792 1.944
O 2.054 -0.271 1.288
N 1.289 1.869 1.743
N 0.347 1.899 0.634
H 2.098 2.360 4.332
H 3.418 2.993 3.277
H 3.773 1.831 4.558
H 1.616 2.763 2.093
H 0.703 2.444 -0.166
H -0.493 2.419 0.929
*
```

Q: Which formula does entry 2 have?
A: C4H14N2

Q: Look up the total energy of the second one.
A: -270.283744 hartree